Formula: C34H40ClN11OSTi
Source: the Open Molecules 2025 dataset
Level of theory: wB97M-V/def2-TZVPD

```
89
Properties=species:S:1:pos:R:3
Ti 2.186 -1.891 -0.489
C 4.067 -0.606 -0.643
C 3.780 0.676 -1.234
C 3.723 1.622 -0.228
C 4.022 0.980 1.013
C 4.248 -0.362 0.770
H 4.692 -1.326 -1.146
H 3.636 0.854 -2.291
H 3.483 2.674 -0.354
H 4.043 1.463 1.985
H 4.567 -1.098 1.489
N -0.983 -2.582 1.055
C -1.101 -2.339 -0.259
N -2.344 -2.241 -0.717
C -2.453 -2.013 -2.031
N -3.715 -1.836 -2.502
N -1.460 -1.937 -2.901
C -0.241 -2.055 -2.357
N 0.032 -2.212 -1.017
C 0.891 -2.012 -3.204
C 0.774 -2.083 -4.606
C 1.893 -2.107 -5.379
C 3.162 -2.037 -4.736
C 3.222 -1.970 -3.386
N 2.118 -1.967 -2.564
H -1.842 -2.813 1.522
H -0.106 -2.948 1.401
H -4.476 -2.098 -1.903
H -3.847 -1.855 -3.497
H -0.220 -2.123 -5.024
H 1.821 -2.172 -6.457
H 4.084 -2.034 -5.302
H 4.177 -1.894 -2.895
C 1.636 -6.713 -2.199
C 2.425 -5.638 -1.511
C 3.708 -5.289 -1.969
C 4.273 -4.172 -1.431
N 3.693 -3.481 -0.427
C 2.575 -4.021 0.113
S 2.085 -3.321 1.618
N 1.868 -5.025 -0.480
H 2.212 -7.639 -2.274
H 1.399 -6.396 -3.217
H 0.711 -6.902 -1.660
H 4.194 -5.839 -2.764
H 5.206 -3.771 -1.813
C -3.050 5.208 1.672
C -1.801 4.829 0.863
C -2.121 4.999 -0.627
C -0.683 5.812 1.243
C -1.379 3.365 1.210
O -1.305 3.316 2.632
C -2.387 2.347 0.642
C -2.506 0.981 1.325
C -3.067 0.968 2.728
C -2.368 0.376 3.773
C -2.882 0.341 5.064
C -4.118 0.909 5.310
Cl -4.776 0.881 6.927
C -4.842 1.501 4.287
C -4.312 1.525 3.006
C 0.013 3.082 0.639
N 0.439 1.691 0.830
C 0.829 0.819 -0.079
N 1.248 -0.296 0.503
C 1.096 -0.016 1.833
N 0.612 1.173 2.084
H -3.318 6.243 1.439
H -2.867 5.131 2.744
H -3.916 4.586 1.431
H -2.370 6.047 -0.820
H -2.980 4.398 -0.939
H -1.274 4.751 -1.276
H -1.085 6.829 1.260
H 0.138 5.805 0.519
H -0.282 5.591 2.234
H -0.791 2.546 2.912
H -2.125 2.169 -0.407
H -3.380 2.795 0.620
H -1.556 0.446 1.321
H -3.171 0.387 0.694
H -1.393 -0.058 3.575
H -2.329 -0.121 5.873
H -5.813 1.936 4.495
H -4.888 1.988 2.208
H 0.749 3.722 1.115
H 0.039 3.250 -0.434
H 0.781 0.999 -1.142
H 1.375 -0.706 2.610
```

The value obtained for the energy above the lowest of the compared OMol25 structures with the same formula, charge and spin is 2.4179 eV. The expectation value of S² is 2.021. The total energy comes out at -100822.39688 eV. As for the maximum force: 1.490 eV/A. The spin multiplicity is 3.

Results of the Mulliken charge analysis, in e, for atoms 1 through 4: -1.317 0.382 -1.384 -0.486